{"formula": "C2H4INS", "method": "wB97M-V/def2-TZVPD", "elements": ["I", "S", "N", "C", "C", "H", "H", "H", "H"], "xyz": [[-2.2611, 0.4768, -0.0095], [-2.3243, -1.7996, 0.4375], [-0.1914, 1.2359, 0.3980], [0.7757, -0.5751, -0.7295], [0.8131, 0.3288, 0.1960], [1.8175, -1.0349, -0.9525], [-0.1917, -0.7190, -1.3067], [1.7966, 0.4072, 0.6709], [-0.2345, 1.6800, 1.2958]], "forces_ev_per_angstrom": [[1.29, -0.53, 0.62], [0.01, 1.05, -0.14], [-1.81, 0.42, -0.26], [0.83, -2.32, -2.71], [0.88, 0.92, 0.72], [-2.46, 0.26, 0.01], [1.83, -0.35, 0.45], [-0.66, 0.60, 0.69], [0.09, -0.06, 0.64]], "relative_energy_ev": 2.9879, "lumo_energy_ev": -1.402, "total_charge": 0, "gap_ev": 7.1, "fmax_ev_per_a": 3.7, "homo_ha": -0.3127}



{"formula": "C3H4NO", "method": "wB97M-V/def2-TZVPD", "elements": ["O", "N", "C", "C", "C", "H", "H", "H", "H"], "xyz": [[2.2218, -0.6368, 0.1599], [-0.0701, 1.7401, 0.1942], [0.7439, 0.8885, -0.4771], [-1.5252, -0.4709, 0.1006], [-0.5879, 0.4336, -0.0989], [-2.3216, -0.3296, 0.7539], [-1.2475, -1.5454, -0.1002], [1.5011, -0.8145, 0.8110], [1.2855, 0.7350, -1.3435]], "forces_ev_per_angstrom": [[-1.69, 0.94, 0.73], [0.70, -1.55, -0.81], [-3.91, -1.39, 1.47], [1.23, -2.21, -0.73], [3.13, 2.10, 0.34], [-1.44, 0.48, 0.92], [-0.47, 1.27, -0.16], [1.00, -0.16, -0.59], [1.46, 0.53, -1.18]], "relative_energy_ev": 1.0214, "lumo_energy_ev": 4.567, "total_charge": -1, "gap_ev": 8.0, "fmax_ev_per_a": 4.4, "homo_ha": -0.1265}



{"formula": "CH7O5", "method": "wB97M-V/def2-TZVPD", "elements": ["O", "O", "O", "O", "O", "C", "H", "H", "H", "H", "H", "H", "H"], "xyz": [[-1.2212, -1.8129, 1.2034], [-0.2220, -0.2701, -0.2109], [-0.4175, 2.8093, 0.0132], [0.3499, -0.0190, -3.4503], [2.0724, -0.7245, 1.9994], [-0.9369, -0.6437, 0.7650], [-0.3043, 1.7689, 0.0227], [1.2121, 0.4120, -3.1779], [-1.4045, 0.2085, 1.3807], [1.6467, 0.0829, 1.8562], [1.5017, -1.3783, 1.7478], [-0.1940, 0.0236, -2.5650], [-1.3289, 2.8822, -0.2934]], "forces_ev_per_angstrom": [[0.92, 2.34, -1.19], [-0.43, 0.06, 0.47], [0.05, -2.68, 0.00], [-0.03, 1.03, 2.72], [3.71, 0.78, 1.70], [-0.83, -1.38, 1.07], [-0.07, 2.19, -0.15], [-1.57, -0.81, -0.38], [0.27, -0.49, -0.40], [-1.15, 1.72, -0.55], [-2.58, -2.55, -1.20], [1.62, -0.31, -2.12], [0.09, 0.10, 0.03]], "relative_energy_ev": 1.0209, "lumo_energy_ev": 3.833, "total_charge": -1, "gap_ev": 8.9, "fmax_ev_per_a": 4.1, "homo_ha": -0.1849}



{"formula": "C2H8NS", "method": "wB97M-V/def2-TZVPD", "elements": ["S", "N", "C", "C", "H", "H", "H", "H", "H", "H", "H", "H"], "xyz": [[0.9924, 3.5839, -0.2900], [-0.2070, 0.5091, 0.5694], [-0.4572, -0.6581, -0.3051], [0.0581, -1.9377, 0.3360], [0.9939, -1.7682, 0.8717], [0.1745, 1.3390, 0.1124], [-1.1434, 0.6777, 0.9076], [1.6045, 4.5571, -0.9700], [0.1806, -2.7015, -0.4285], [-0.0462, -0.5143, -1.3195], [-1.5101, -0.8000, -0.5789], [-0.6401, -2.2870, 1.0948]], "forces_ev_per_angstrom": [[-0.10, -0.04, 0.14], [-0.99, -1.19, -0.23], [0.73, 0.47, -0.79], [-0.02, 0.08, 0.02], [0.09, 0.08, -0.33], [-0.22, -0.15, -0.16], [0.26, 0.99, 0.45], [0.07, 0.07, -0.15], [0.06, -0.33, 0.07], [0.52, 0.02, 0.49], [-0.24, 0.14, 0.47], [-0.17, -0.14, 0.02]], "relative_energy_ev": 0.3603, "lumo_energy_ev": 3.822, "total_charge": -1, "gap_ev": 6.4, "fmax_ev_per_a": 1.6, "homo_ha": -0.0958}



{"formula": "C3H9N3O", "method": "wB97M-V/def2-TZVPD", "elements": ["O", "N", "N", "N", "C", "C", "C", "H", "H", "H", "H", "H", "H", "H", "H", "H"], "xyz": [[1.7337, 0.4447, 1.2746], [3.2978, -0.4016, 2.5369], [-1.1787, 1.4327, -0.1959], [-0.5525, 0.2551, -0.3840], [2.2493, -0.7024, 1.7836], [-2.2779, -0.5967, -1.9432], [-1.0295, -0.6681, -1.1151], [3.6230, 0.5570, 2.6774], [-3.1328, -0.3239, -1.3124], [3.8113, -1.1367, 2.9940], [-2.4785, -1.5566, -2.4150], [-1.8590, 1.7318, -0.8924], [-0.4434, -1.5792, -1.1226], [-0.5426, 2.1492, 0.1205], [0.9545, 0.2318, 0.7207], [-2.1747, 0.1630, -2.7270]], "forces_ev_per_angstrom": [[0.65, -0.57, 0.59], [0.18, 0.39, 0.08], [-0.71, 0.41, -0.21], [0.62, -0.51, 0.20], [-0.54, 0.49, -0.46], [0.02, 0.23, 0.26], [-0.01, 0.02, -0.08], [-0.14, -0.22, -0.08], [0.02, -0.04, -0.15], [-0.17, 0.07, -0.13], [-0.02, 0.08, 0.01], [0.30, -0.04, 0.11], [0.02, 0.00, 0.00], [-0.12, -0.07, -0.11], [-0.02, -0.19, -0.07], [-0.08, -0.06, 0.03]], "relative_energy_ev": 2.9953, "lumo_energy_ev": 0.926, "total_charge": 0, "gap_ev": 9.0, "fmax_ev_per_a": 1.0, "homo_ha": -0.2966}



{"formula": "C6H5BrCrFPd", "method": "wB97M-V/def2-TZVPD", "elements": ["Pd", "Br", "Cr", "F", "C", "C", "C", "C", "C", "C", "H", "H", "H", "H", "H"], "xyz": [[-4.1861, -4.1599, 0.0668], [-1.5697, -3.7725, 0.3183], [-0.5777, -5.9831, 1.4086], [2.3135, 1.0998, -2.0670], [0.7925, -0.0696, -0.8252], [1.4663, 1.1559, -1.1193], [1.2022, 2.3595, -0.4358], [-0.2036, -0.0062, 0.1100], [-0.4873, 1.1978, 0.7865], [0.1933, 2.3922, 0.5074], [0.0822, 3.2825, 1.1099], [-0.6496, -0.9346, 0.4740], [1.0709, -1.0310, -1.2287], [1.8303, 3.2206, -0.6328], [-1.2771, 1.2484, 1.5274]], "forces_ev_per_angstrom": [[0.07, 0.12, -0.07], [0.21, -1.74, 0.73], [-0.45, 1.20, -0.61], [0.78, 0.41, -0.41], [-0.92, 0.04, 1.10], [-0.71, -0.90, -0.12], [-0.26, 0.71, 0.58], [0.74, -0.80, 0.15], [-0.83, 0.52, 0.16], [1.63, -0.07, -0.56], [-0.42, 0.04, -0.10], [-0.14, 0.45, -0.31], [0.28, 0.25, -0.47], [-0.08, 0.02, -0.14], [0.08, -0.24, 0.08]], "relative_energy_ev": 0.0000, "lumo_energy_ev": [-15.493, -13.455], "total_charge": 3, "gap_ev": [4.1, 6.1], "fmax_ev_per_a": 1.9, "multiplicity": 7, "homo_ha": [-0.7187, -0.7196]}



{"formula": "C3H8O", "method": "wB97M-V/def2-TZVPD", "elements": ["O", "C", "C", "C", "H", "H", "H", "H", "H", "H", "H", "H"], "xyz": [[0.6500, 0.0342, 0.9219], [-0.3809, -0.7186, 0.3132], [-1.5334, 0.1225, -0.2547], [1.6605, 0.4786, 0.0544], [-1.6817, 1.0099, 0.3677], [-2.4631, -0.4593, -0.2436], [0.0258, -1.3632, -0.4823], [2.3702, 1.0539, 0.6558], [2.1999, -0.3626, -0.4103], [-0.7585, -1.3701, 1.1101], [1.2767, 1.1290, -0.7445], [-1.3655, 0.4456, -1.2878]], "forces_ev_per_angstrom": [[-0.06, 0.02, 0.04], [-0.26, -0.20, -0.09], [0.08, 0.03, 0.05], [0.19, 0.12, -0.19], [-0.01, -0.12, -0.05], [0.19, 0.08, -0.02], [0.04, 0.04, 0.19], [-0.12, -0.09, -0.11], [-0.14, 0.09, 0.07], [0.02, 0.11, -0.17], [-0.01, -0.07, 0.09], [0.08, 0.00, 0.19]], "relative_energy_ev": 0.6468, "lumo_energy_ev": 1.153, "total_charge": 0, "gap_ev": 10.9, "fmax_ev_per_a": 0.3, "homo_ha": -0.3585, "smiles": "CCOC"}



{"formula": "C4H9F2N", "method": "wB97M-V/def2-TZVPD", "elements": ["F", "F", "N", "C", "C", "C", "C", "H", "H", "H", "H", "H", "H", "H", "H", "H"], "xyz": [[-1.6111, -0.4041, -1.3201], [-1.9156, -0.7947, 0.8546], [1.0843, 0.4445, -0.8028], [-1.7455, 1.3782, 0.0132], [0.3090, -0.4517, -0.0427], [-1.2026, -0.0338, 0.0012], [0.3919, -1.9292, -0.1630], [0.1043, -2.3387, 0.9389], [0.8453, -0.2167, 1.6589], [-0.2310, -2.2676, -1.0149], [-1.3971, 1.8832, 0.8565], [1.8443, 0.0163, -1.3672], [-2.7968, 1.3499, 0.0093], [-1.3160, 1.9547, -0.7753], [0.6921, 1.2919, -1.2529], [1.5045, -2.1101, -0.3097]], "forces_ev_per_angstrom": [[-0.09, -0.74, 0.33], [0.30, -0.18, 0.07], [0.51, -0.71, -1.29], [2.03, -0.56, 0.51], [-0.64, 3.02, 3.74], [-0.03, 0.32, -1.96], [1.52, -0.79, 2.04], [0.48, 0.56, -3.14], [-1.25, -0.38, -3.04], [0.45, -0.19, 0.64], [0.30, 0.75, 1.87], [-0.98, 0.52, 0.73], [-1.21, -0.07, -0.26], [-0.11, 0.15, -1.00], [0.14, -1.25, 0.71], [-1.41, -0.45, 0.03]], "relative_energy_ev": 2.6917, "lumo_energy_ev": 0.914, "total_charge": 0, "gap_ev": 9.4, "fmax_ev_per_a": 4.9, "homo_ha": -0.3104}